24
Properties=species:S:1:pos:R:3 method="wB97M-V/def2-TZVPD" gap_ev=8.96 e_homo_ha=-0.294 relative_energy_kj_mol=363.1 max_force_ev_per_a=6.1 lumo_ev=0.957
C -0.17 -1.77 -3.49
C 1.62 -0.40 -2.77
C 1.18 1.37 1.54
C -1.72 1.72 1.93
C -0.56 -1.16 2.02
N -0.26 -0.53 -1.50
N 0.22 -0.98 -2.56
Si -0.24 0.65 2.53
H 0.51 -1.88 -4.36
H -0.06 0.94 3.98
H -0.98 -2.43 -3.47
H 1.79 -0.03 -1.70
H 2.32 -1.07 -3.05
H 1.61 0.57 -3.21
H 1.19 2.37 1.87
H 2.12 0.86 1.68
H 0.75 1.25 0.49
H -2.61 1.59 2.69
H -1.54 2.75 1.94
H -2.05 1.57 0.94
H 0.28 -1.65 1.64
H -1.00 -1.77 2.89
H -1.21 -1.10 1.19
H -1.16 -0.87 -1.20